# 1
The following is a DFT calculation (ωB97M-V/def2-TZVPD) of a gas-phase ion, C5H14NSi (charge +1) at a distorted geometry.

Properties
E_HOMO (spin up / spin down) = -13.119 / -12.362 eV
maximum force = 3.936 eV/Å
total charge = +1
relative energy (zero: lowest compared OMol25 entry of this formula, charge and spin) = 596.07 kJ/mol
HOMO-LUMO gap (spin up / spin down) = 9.50 / 7.52 eV
E_tot = -542.72094 Eh

```
21
Properties=species:S:1:pos:R:3:forces:R:3
N 0.0094 -0.8742 -0.2173 2.34 0.13 1.28
H -2.3667 0.3426 -1.5545 -0.08 -0.22 -0.45
H -2.2004 2.0764 0.0638 -0.43 -0.06 0.04
C 1.4279 -0.2474 0.0167 -1.21 0.57 2.84
H 0.5072 -2.6610 1.0391 0.23 1.22 -1.12
H -0.2291 -0.6414 -1.1536 -0.02 -0.44 -1.51
H -3.7133 0.0767 0.6173 1.28 0.62 -0.90
C -0.9299 -0.2068 0.5613 -0.93 0.63 3.25
H 1.7205 -0.4645 1.1051 -0.73 0.55 -1.45
H 2.5347 1.5367 -0.5902 -0.48 -0.50 -0.27
H 0.8397 1.2492 -1.3387 1.42 -0.37 -0.55
C 0.1955 -2.3395 0.0010 -1.45 -2.08 0.42
C 1.4977 1.1676 -0.4433 -1.80 1.32 -0.26
Si -2.4351 0.6325 -0.1286 -1.17 -0.04 1.25
C 0.7109 2.1385 0.3714 0.94 -2.46 2.93
H 0.7661 2.0873 1.4838 -0.07 0.28 -1.02
H 0.2966 2.9665 -0.0813 -0.85 1.62 -0.80
H -0.7615 -2.9423 -0.0802 0.81 1.19 -0.44
H 1.9922 -0.8451 -0.5579 2.47 -2.03 -2.06
H 0.8807 -2.6570 -0.7821 0.08 -0.30 0.31
H -0.7432 -0.3949 1.6681 -0.37 0.38 -1.48
```
Positions in Å, forces in eV/Å.


# 2
The following is a DFT calculation (ωB97M-V/def2-TZVPD) of 2 unconnected molecules or ions with the total composition C2H9N2S at a distorted geometry.

Properties
E_HOMO (spin up / spin down) = -7.753 / -15.497 eV
multiplicity = 3
maximum force = 5.484 eV/Å
total charge = +1
relative energy (zero: lowest compared OMol25 entry of this formula, charge and spin) = 62.94 kJ/mol
HOMO-LUMO gap (spin up / spin down) = 3.50 / 9.17 eV
E_tot = -588.86660 Eh

```
14
Properties=species:S:1:pos:R:3:forces:R:3
H 0.8553 -0.4957 -0.9278 -2.52 -0.26 0.83
H 1.7118 -0.2463 1.5662 -1.22 0.01 -0.42
H 3.8102 -0.3871 -0.6841 -0.06 -0.11 0.22
N 1.7784 -0.3808 -1.1851 5.05 0.06 -2.14
S -1.8581 0.3489 0.1178 1.59 -1.32 0.71
N 2.5375 -0.4788 1.0642 2.57 0.36 -3.62
H -3.7091 -0.8742 1.0971 -0.03 0.44 -0.45
C 2.7904 -0.4080 -0.3185 -3.43 0.03 2.98
H -3.5950 -1.1162 -0.6835 -0.26 -0.11 -0.27
H -2.4916 -1.9366 0.5501 0.27 0.00 -0.55
H 2.0545 -0.4279 -2.2170 -0.88 0.11 2.08
H 3.3524 -0.3109 1.6252 0.37 -0.21 0.15
H -2.8410 1.2450 -0.4510 -1.60 0.30 -0.46
C -3.0347 -1.0490 0.2377 0.16 0.69 0.94
```
Positions in Å, forces in eV/Å.


# 3
The following is a DFT calculation (ωB97M-V/def2-TZVPD) of 2 unconnected molecules or ions with the total composition C8H14N2S at a distorted geometry.

Properties
E_HOMO = -8.703 eV
maximum force = 3.604 eV/Å
relative energy (zero: lowest compared OMol25 entry of this formula, charge and spin) = 293.70 kJ/mol
HOMO-LUMO gap = 9.39 eV
E_tot = -820.82644 Eh

```
25
Properties=species:S:1:pos:R:3:forces:R:3
C -3.6589 0.5110 -1.0810 1.00 -1.00 3.32
C 0.2895 1.4731 1.7656 -1.51 -0.08 0.14
H 0.3951 -1.7660 -0.3611 -0.92 -0.36 -2.62
C -3.2274 -0.7468 -1.2317 -0.33 0.06 -3.39
H 0.0519 -2.6860 1.1105 -1.94 -2.27 0.53
S -3.5638 0.8353 0.6064 -0.57 0.55 0.86
C 0.6708 -2.0777 0.5757 -0.09 2.97 1.24
C -3.0687 -0.7873 0.9383 -0.41 1.51 -0.46
H 0.9218 2.2816 1.3900 -0.32 0.27 0.65
N -2.9153 -1.4257 -0.1446 0.77 -3.02 -0.37
H 0.4078 1.1538 2.7628 0.77 0.33 1.58
H 2.0345 0.2439 -2.1909 0.46 0.85 1.82
H -0.8450 1.7320 1.7636 1.89 -0.26 -0.75
C 0.6015 0.2773 0.9564 -1.64 -0.35 -2.65
H -0.0133 -0.0805 -1.0672 -0.67 -0.03 -0.60
H -2.9845 -1.3029 1.8579 0.26 0.28 1.11
H 0.1586 1.7676 -0.7851 1.00 -2.63 0.39
N 0.6648 -0.9122 1.4109 0.05 2.53 1.17
H 2.4427 1.4618 -0.8471 1.17 1.60 -0.46
H 1.6138 -2.4432 0.6134 3.02 -1.51 -0.24
C 2.0360 0.5220 -1.0599 -1.02 -0.07 -3.18
H 2.6977 -0.1355 -0.5627 0.04 -1.29 0.75
H -4.0035 1.2110 -1.7264 -0.77 1.86 -1.93
H -3.1805 -1.1603 -2.2548 0.15 -0.24 0.85
C 0.5995 0.6680 -0.6068 -0.39 0.27 2.23
```
Positions in Å, forces in eV/Å.


# 4
The following is a DFT calculation (ωB97M-V/def2-TZVPD) of a molecular structure, C22H17N6Ru at a distorted geometry.

Properties
E_HOMO (spin up / spin down) = -17.427 / -17.337 eV
multiplicity = 5
maximum force = 1.128 eV/Å
total charge = +3
relative energy (zero: lowest compared OMol25 entry of this formula, charge and spin) = 18.56 kJ/mol
HOMO-LUMO gap (spin up / spin down) = 6.74 / 4.59 eV
E_tot = -1270.95542 Eh

```
46
Properties=species:S:1:pos:R:3:forces:R:3
C -2.0340 0.3245 -1.2162 -0.11 -0.26 -0.13
C 3.4767 -1.8784 -0.8903 -0.23 0.25 0.03
C -3.3567 0.4464 -1.6774 0.29 0.04 0.09
N -0.0946 1.1512 4.4439 -0.27 -0.20 0.71
C -1.3780 -0.9520 -1.1302 -0.44 0.07 -0.14
H 2.2075 0.6692 2.0845 -0.10 -0.03 -0.14
C -0.9498 1.9409 3.7824 0.67 -0.01 -0.74
H 5.6348 0.7610 -0.7451 0.00 0.00 0.01
H -4.8635 1.8772 -2.2688 0.00 0.00 -0.01
H 5.6272 -1.7129 -1.0202 0.00 0.00 0.00
C -1.7768 2.6575 -1.1560 -0.33 -0.02 0.01
C 3.3731 -3.2767 -1.0988 0.00 -0.05 0.00
H 1.6488 0.0719 4.4623 -0.01 0.00 -0.02
H 4.2727 -3.8756 -1.1691 0.01 0.02 -0.05
C 3.5048 0.8595 -0.5228 0.24 -0.19 0.07
C -0.6710 2.2328 2.4106 -0.50 0.35 0.32
C 4.7121 0.1984 -0.7269 -0.08 0.01 0.02
H -1.3170 2.8902 1.8414 0.01 -0.15 -0.10
H -2.1126 2.1487 5.4026 0.00 0.01 0.01
C -2.1380 -2.0852 -1.4319 0.23 0.10 0.06
N 0.4133 1.7441 1.8338 0.36 -0.44 -0.97
H -3.4098 3.8544 -1.8593 0.00 0.00 0.01
H -1.1311 3.4950 -0.9151 0.00 0.00 -0.02
H -5.1225 -0.6734 -2.2481 0.02 0.02 -0.04
H -4.0365 -2.8690 -2.0090 -0.01 0.02 0.00
C 0.9784 0.6785 3.8641 -0.03 0.24 -0.42
N 2.3396 0.2054 -0.4952 0.48 0.20 -0.04
N -0.0431 -0.8601 -0.8105 0.30 0.21 -0.02
C 0.9570 -3.1254 -1.1422 -0.05 0.04 -0.02
Ru 0.5224 1.0137 -0.2398 -0.31 -0.25 1.06
C 1.2669 0.9638 2.5259 0.15 -0.04 0.45
C 2.1314 -3.8672 -1.2191 -0.02 -0.09 0.00
C -3.4768 -1.9664 -1.8035 -0.16 -0.01 -0.03
N -1.2970 1.4342 -0.9105 -0.31 0.49 -0.17
N -2.0109 2.3970 4.4285 -0.16 0.02 0.23
C -3.8532 1.7501 -1.8971 -0.05 -0.02 0.02
H -2.6763 3.0416 4.0386 0.04 0.02 -0.09
C 2.2931 -1.1383 -0.7275 0.12 -0.27 -0.10
H 3.4698 1.9293 -0.3500 0.01 0.00 -0.01
C 4.6987 -1.1708 -0.8826 0.05 -0.04 0.02
C 0.9953 -1.7490 -0.8816 0.15 0.07 -0.02
H 2.0585 -4.9317 -1.3974 0.02 0.00 0.01
C -4.0869 -0.7391 -1.9389 -0.01 -0.09 0.00
H -1.7152 -3.0739 -1.3820 -0.06 0.01 0.03
H 0.0251 -3.6434 -1.2891 0.03 -0.01 0.04
C -3.0560 2.8516 -1.6663 0.05 -0.03 0.04
```
Positions in Å, forces in eV/Å.